[1]
2 unconnected molecules or ions with the total composition C5H11NO2. Source: the Open Molecules 2025 dataset; level of theory: ωB97M-V with the def2-TZVPD basis set.

The geometry in XYZ format:
```
19
Properties=species:S:1:pos:R:3:forces:R:3
C 0.50070 1.02194 -0.91282 0.06 0.21 -0.28
C -0.35115 1.47166 1.21505 0.01 0.42 0.17
C -0.42906 1.95871 -1.62205 0.07 0.13 0.43
C 1.18879 -2.33418 0.72459 0.35 0.47 -0.45
N 0.55269 0.80028 0.32271 0.48 -0.35 0.06
C -0.26848 -2.02929 0.57332 0.03 0.02 0.19
O -0.66412 -2.08261 -0.71025 0.15 -0.15 -0.68
O -1.03271 -1.77850 1.46323 -0.22 0.08 0.26
H -1.61306 -1.90666 -0.77568 0.03 0.04 0.31
H 1.22480 0.49742 -1.52926 0.07 -0.16 -0.11
H -0.22026 2.56494 1.16985 -0.03 -0.20 0.05
H -1.38964 1.25120 0.97613 -0.21 -0.05 0.03
H -0.13652 1.12671 2.22302 -0.18 0.11 0.08
H -0.26789 1.92854 -2.68591 -0.04 -0.01 -0.38
H -1.46152 1.70959 -1.39263 -0.21 -0.03 -0.05
H -0.26768 2.98155 -1.27312 -0.01 0.03 -0.01
H 1.44640 -2.37986 1.77682 -0.01 0.02 0.01
H 1.41761 -3.27412 0.22736 0.04 -0.07 0.00
H 1.77110 -1.52731 0.22964 -0.39 -0.50 0.36
```
Positions in Å, forces in eV/Å.

Its HOMO energy is -0.3448 Eh. The value obtained for the HOMO-LUMO gap is 10.1 eV. For the energy above the lowest of the compared OMol25 structures with the same formula, charge and spin, the calculation gives 22.9 kcal/mol. Its calculated total energy is -402.34168 a.u. As for the structure (SMILES): C/C=N\C.CC(=O)O. As for the charge: 0.

Atom charges from the Löwdin analysis, given in e for atoms 1 to 5:
1 C -0.25
2 C -0.13
3 C -0.07
4 C 0.00
5 N -0.03

[2]
A molecular structure, C24H26BF2I2IrN3OSe at a distorted geometry. Source: the Open Molecules 2025 dataset; level of theory: ωB97M-V with the def2-TZVPD basis set.

The geometry in XYZ format:
```
61
Properties=species:S:1:pos:R:3:forces:R:3
Ir -0.34055 3.98444 0.40445 -0.10 -1.68 0.49
I -0.21465 9.04779 -0.45396 0.07 0.23 0.20
C 1.39440 7.85187 -0.04620 -0.05 -0.78 -0.60
C 2.70728 8.24589 -0.26559 -0.48 0.14 0.27
C 3.78263 7.37815 -0.20773 -0.20 -0.01 0.18
I 5.61186 8.10145 -0.71065 0.37 0.07 0.01
C 3.57002 5.99227 0.11238 -0.51 -0.42 -0.11
C 4.57015 5.02576 0.25234 1.41 0.20 0.30
C 4.26780 3.69436 0.41479 -0.28 -0.16 -0.39
C 2.94272 3.29316 0.43135 -1.34 0.58 -0.02
N 1.96045 4.21097 0.38611 -0.19 0.07 -0.14
C 2.24757 5.53069 0.22688 0.33 -0.49 0.07
C 1.11179 6.45943 0.17716 0.52 0.21 0.40
O -0.06157 6.04030 0.37484 -0.08 -0.16 -0.24
H 2.86958 9.27853 -0.49353 0.19 0.40 -0.17
H 5.63405 5.33896 0.27671 -0.83 -0.21 -0.23
H 5.00312 2.91648 0.43097 0.54 -0.01 0.21
H 2.62111 2.24014 0.47492 0.27 0.66 0.07
F -3.14366 3.84431 -0.53338 -0.20 -0.04 -0.02
B -1.89513 3.71043 -0.91725 0.34 0.40 0.55
F -1.59729 3.49055 -2.16668 -0.10 -0.17 -0.79
C 0.79950 -3.07478 -1.29060 0.76 0.58 0.56
C 0.58161 -2.44093 -2.63518 0.29 1.26 -0.17
C -0.33369 -1.17779 -2.53219 0.90 0.38 -0.99
C -1.83020 -1.44144 -2.43634 0.25 -0.23 -0.58
N -2.18497 -2.02618 -1.13010 0.12 -0.10 -0.10
C -1.79317 -1.53438 0.03194 -0.38 -0.44 -1.16
Se -0.77024 1.71578 0.58690 0.35 1.16 -0.04
N -2.15462 -2.24902 1.05286 -0.49 -0.11 0.56
C -1.73742 -1.92980 2.42619 0.59 -0.65 0.85
C -0.20686 -2.11938 2.55995 -0.24 -0.18 0.00
C 0.20144 -3.59949 2.41297 -0.68 0.18 -0.04
C 1.70161 -3.79417 2.52061 -0.85 -0.83 -0.92
C -2.90019 -3.35099 0.53722 0.88 1.01 -0.31
C -3.47300 -4.40924 1.15933 -0.52 -1.25 0.94
C -3.98948 -5.39086 0.32406 -0.29 0.06 0.40
C -4.06183 -5.23841 -1.06334 0.75 0.72 0.07
C -3.48334 -4.14783 -1.72777 -0.45 -0.67 1.67
C -2.89079 -3.24122 -0.85261 0.50 1.24 -0.81
H 1.54478 -3.85520 -1.32582 0.22 -0.29 -0.05
H -0.10551 -3.51424 -0.90693 -0.33 -0.14 0.35
H 1.19252 -2.29184 -0.60121 -0.37 -0.57 -0.12
H 0.10826 -3.15241 -3.30153 0.09 -0.13 -0.42
H 1.58271 -2.12567 -3.06202 -1.22 -0.39 0.31
H -0.12416 -0.56043 -3.45774 -0.53 -0.46 1.06
H -0.05373 -0.57780 -1.65474 0.24 0.06 -0.19
H -2.05361 -2.16156 -3.24281 -0.47 0.30 0.56
H -2.41681 -0.51903 -2.54757 0.14 -0.36 -0.19
H -2.20947 -2.64718 3.12038 -0.09 0.40 -0.46
H -2.07411 -0.92046 2.67912 0.03 -0.18 -0.12
H 0.14703 -1.70309 3.51682 -0.29 -0.20 -0.20
H 0.29776 -1.53665 1.77793 -0.04 0.02 0.00
H -0.18264 -3.96043 1.44769 0.20 -0.03 0.12
H -0.30008 -4.23456 3.17235 0.15 0.52 -0.19
H 2.23075 -3.47034 1.63145 0.11 0.23 -0.09
H 1.88657 -4.85340 2.64296 0.32 -0.19 0.07
H 2.03820 -3.27837 3.37363 0.77 0.60 1.07
H -3.54686 -4.50452 2.24764 0.23 -0.02 -0.47
H -4.36413 -6.29236 0.79587 -0.21 0.11 -0.20
H -4.56630 -5.98382 -1.62408 -0.25 -0.59 -0.48
H -3.54722 -4.08246 -2.79319 0.15 0.33 -0.34
```
Positions in Å, forces in eV/Å.

Its expectation value of S² is 8.8050. Its spin multiplicity is 6. Its HOMO energy (spin up / spin down) is -0.5009 / -0.5197 Eh. The value obtained for the HOMO-LUMO gap (spin up / spin down) is 7.3 / 5.7 eV. Its calculated total energy is -4494.83430 a.u. As for the charge: +2.

Atom charges from the Löwdin analysis, given in e for atoms 1 to 5:
1 Ir 0.97
2 I 1.14
3 C -0.62
4 C -0.20
5 C -0.66

[3]
A single C8H11NO2S2Si molecule at a distorted geometry. Source: the Open Molecules 2025 dataset; level of theory: ωB97M-V with the def2-TZVPD basis set.

The geometry in XYZ format:
```
25
Properties=species:S:1:pos:R:3:forces:R:3
C 3.78798 -0.08737 -0.23611 0.52 -0.02 0.73
C 3.10840 1.26514 -0.87066 0.57 2.71 -5.03
O 3.45412 1.81643 -2.04243 -1.97 -3.79 7.54
O 1.99567 1.89658 -0.11939 1.54 -2.65 -1.91
C 0.69262 1.55329 -0.77996 0.62 0.60 -1.65
Si -0.73829 1.41786 0.55826 0.66 -0.29 -1.04
S 0.26386 1.68555 2.48674 -0.76 0.79 0.16
S -2.20204 2.96226 0.13697 -0.55 0.09 -0.45
C -1.47562 -0.35133 0.37470 -2.92 -6.25 -0.49
C -0.84194 -1.72437 1.06517 -1.54 -0.10 -1.20
C -1.40978 -3.23821 0.89501 -1.64 3.72 -1.92
N -2.61237 -3.49528 0.05237 2.07 5.29 0.99
C -3.25126 -2.29389 -0.55567 1.27 1.18 0.51
C -2.84948 -0.71688 -0.50858 3.00 -2.90 2.46
H 3.81614 -0.05548 0.95582 -0.38 0.16 -2.68
H 3.22771 -1.08362 -0.54957 0.88 2.37 0.49
H 4.91371 -0.21051 -0.57035 -2.48 0.55 0.36
H 0.49927 2.44296 -1.54293 0.16 -1.98 1.47
H 0.79645 0.55776 -1.39844 -0.23 1.86 1.19
H 0.00068 2.99510 2.91916 -0.02 -1.27 -0.90
H -2.71488 2.82316 -1.16815 1.00 -0.39 1.30
H 0.12202 -1.58533 1.74719 -2.28 -0.34 -1.59
H -0.88641 -4.17351 1.41627 -1.33 2.40 -1.32
H -4.22409 -2.52676 -1.21143 2.46 0.37 1.70
H -3.47249 0.12647 -1.05398 1.37 -2.13 1.27
```
Positions in Å, forces in eV/Å.

Its HOMO energy is -0.3383 Eh. The value obtained for the HOMO-LUMO gap is 8.4 eV. Its calculated total energy is -1602.27506 a.u. As for the structure (SMILES): CC(=O)OC[Si](S)(S)c1ccncc1. As for the charge: 0.

Atom charges from the Löwdin analysis, given in e for atoms 1 to 5:
1 C -0.03
2 C -0.30
3 O -0.01
4 O -0.23
5 C -0.29

[4]
A molecular structure, C5H5FOS at a distorted geometry. Source: the Open Molecules 2025 dataset; level of theory: ωB97M-V with the def2-TZVPD basis set.

The geometry in XYZ format:
```
13
Properties=species:S:1:pos:R:3:forces:R:3
C 0.88359 -0.42588 0.88309 -3.24 0.94 -2.47
C 0.82818 1.11895 1.29271 -2.45 1.34 5.49
C 0.65838 -0.61427 -0.71310 5.16 0.40 1.59
C -0.61769 -0.42452 -1.29961 -2.76 0.24 -0.62
C -1.77117 0.11926 -0.80664 -0.13 -0.43 1.55
H 1.72724 -0.83551 1.33789 2.09 -0.43 -0.23
H 1.43401 2.07686 0.40542 -1.98 -2.93 2.97
H -0.82694 -0.78892 -2.31765 1.05 0.12 0.34
H -1.99838 0.48998 0.30303 0.79 -0.74 -2.69
H -2.62695 0.03496 -1.52930 0.75 0.53 1.10
O 0.25788 1.32578 2.50742 3.89 -0.46 -8.25
F -0.11848 -1.23597 1.44130 -0.10 1.17 0.34
S 2.17035 -0.84071 -1.50457 -3.08 0.27 0.89
```
Positions in Å, forces in eV/Å.

Its HOMO energy is -0.3383 Eh. The value obtained for the HOMO-LUMO gap is 7.5 eV. For the energy above the lowest of the compared OMol25 structures with the same formula, charge and spin, the calculation gives 111.6 kcal/mol. Its calculated total energy is -766.63159 a.u. As for the charge: 0.

Atom charges from the Löwdin analysis, given in e for atoms 1 to 5:
1 C -0.32
2 C -0.07
3 C -0.65
4 C -0.24
5 C 0.06